[1]
3 unconnected molecules or ions with the total composition C3H7I2N2O in a non-equilibrium geometry. Source: OMol25; level of theory: the ωB97M-V functional and the def2-TZVPD basis.

Geometry as ORCA input:
```
! RIJCOSX wB97M-V def2-TZVPD def2/J DEFGRID3
* xyz 1 1
I 4.187 0.474 -0.351
I -1.112 2.670 -0.643
O -1.087 -0.595 1.949
N 0.656 0.632 0.525
N -3.034 -1.301 0.867
C -2.098 -0.946 1.504
C -0.520 -0.247 -1.375
C -0.304 0.709 -0.511
H 1.510 -0.070 0.401
H 0.370 0.181 1.484
H -3.686 -2.140 0.787
H 5.076 0.448 -1.721
H 0.991 1.553 0.675
H 0.104 -1.179 -1.359
H -1.051 -0.189 -2.234
*
```

Electronic energy ... -898.336654 Ha
Molar mass ... 340.91 g/mol



[2]
A single C3H7IN2S molecule in a non-equilibrium geometry. Source: OMol25; level of theory: the ωB97M-V functional and the def2-TZVPD basis.

Geometry as ORCA input:
```
! RIJCOSX wB97M-V def2-TZVPD def2/J DEFGRID3
* xyz 0 1
I 2.496 0.247 -0.102
S -0.431 1.747 0.870
N -0.464 -3.469 0.520
N -0.285 -1.062 0.597
C -0.062 2.706 -0.557
C -0.004 0.255 0.091
C -0.353 -2.326 -0.030
H -0.462 3.777 -0.420
H -0.151 -1.147 1.631
H -0.035 0.221 -0.965
H 1.044 2.588 -0.612
H -0.613 2.199 -1.392
H -0.135 -2.247 -1.115
H -0.544 -3.490 1.483
*
```

Electronic energy ... -923.849532 Ha
Molar mass ... 230.07 g/mol